Here is a molecular structure, C14H6Br2I2N3OS2Sc from the OMol25 dataset. Energies are from wB97M-V/def2-TZVPD.

Values from the calculation:
orbital gap: 6.786 eV
calculated total energy: -8077.28949 a.u.
highest occupied orbital energy: -8.6 eV

Positions of all 31 atoms, in Å:
Sc  1.34675  1.04836  0.19503
C  0.54344  -2.02292  -1.45948
C  -0.63618  -1.12994  -1.23982
C  -1.94122  -1.60096  -1.50681
C  -3.02505  -0.82080  -1.23518
C  -2.84742  0.46663  -0.68213
C  -3.89539  1.35841  -0.32399
Br  -5.69334  0.86458  -0.60392
C  -3.61420  2.57035  0.22795
C  -2.27260  2.97020  0.44459
Br  -1.95461  4.64504  1.21238
C  -1.22925  2.15868  0.09456
O  0.06201  2.47580  0.25999
C  -1.52846  0.88272  -0.46693
N  -0.44637  0.08517  -0.75676
H  0.24646  -2.93197  -1.97619
H  0.97582  -2.29969  -0.49414
H  1.32263  -1.52392  -2.03292
H  -2.05635  -2.59504  -1.91510
H  -4.02500  -1.18435  -1.43038
H  -4.41169  3.24390  0.50623
S  3.48743  -0.11367  -0.59731
C  3.59919  -1.30975  0.68648
C  4.65981  -2.27115  0.49986
N  5.50025  -3.03180  0.30699
C  2.79893  -1.39645  1.77486
S  1.46607  -0.34129  2.21411
C  3.03713  -2.47237  2.70997
N  3.21678  -3.32167  3.46345
I  3.82748  2.54063  0.60927
I  3.48697  5.05727  1.51533

Atom charges from the natural (NBO) analysis, given in e for atoms 1 to 4:
1 Sc 1.526
2 C -0.665
3 C 0.305
4 C -0.255

=====

Here is a molecular structure, C14H6F11N3O8S3Zr in a non-equilibrium geometry from the OMol25 dataset. Energies are from wB97M-V/def2-TZVPD.

Values from the calculation:
orbital gap: 8.653 eV
calculated total energy: -3643.52630 a.u.
highest occupied orbital energy: -9.3 eV

Positions of all 46 atoms, in Å:
Zr  0.22558  0.44015  0.22213
O  -3.97389  4.66458  -0.97368
C  -4.30086  4.03766  0.15396
O  -5.26597  4.34126  0.80241
C  -3.45479  2.88532  0.57311
C  -3.77742  2.07103  1.63922
N  -2.81748  1.13724  1.73622
N  -1.88547  1.29729  0.79819
C  -2.25179  2.35089  0.09183
C  -1.30058  2.76091  -0.96852
O  -1.61242  3.50985  -1.86555
O  -0.12638  2.19540  -0.80581
H  -3.18554  4.26098  -1.40292
H  -4.62033  2.11118  2.30845
H  -2.73561  0.36403  2.38133
F  3.57432  -0.79069  -2.53793
C  3.55458  0.50576  -2.79046
F  4.59968  1.08636  -2.21460
F  3.56925  0.70773  -4.09681
S  2.05287  1.31430  -2.10974
O  2.07310  0.82681  -0.66845
O  2.20675  2.69986  -2.33567
N  0.96790  0.55370  -2.95097
S  -0.32645  -0.29379  -2.77402
O  -1.06759  -0.10326  -1.49900
O  -1.10500  -0.39435  -3.95132
C  0.36071  -1.92485  -2.34380
F  1.07182  -1.68117  -1.18572
F  -0.58140  -2.79389  -2.07094
F  1.19434  -2.39075  -3.24618
F  3.46696  -5.27683  2.28314
C  2.45092  -4.44006  2.09676
C  2.69450  -3.11047  1.80558
F  3.94010  -2.65526  1.70959
C  1.61089  -2.28430  1.61689
F  1.86000  -0.96611  1.32744
C  0.29592  -2.68151  1.68427
S  -1.01799  -1.54528  1.38729
C  0.08903  -4.01882  1.98406
F  -1.14828  -4.50368  2.07733
C  1.14649  -4.89029  2.18744
F  0.91423  -6.16959  2.46593
C  0.58460  1.55136  2.11748
H  1.65987  1.48543  2.32996
H  0.05311  1.14453  2.97872
H  0.33777  2.61134  2.03339

Atom charges from the natural (NBO) analysis, given in e for atoms 1 to 4:
1 Zr 2.085
2 O -0.662
3 C 0.781
4 O -0.568

=====

Here is a molecular structure, C14H7MgN3O6Se from the OMol25 dataset. Energies are from wB97M-V/def2-TZVPD.

Values from the calculation:
orbital gap: 8.023 eV
calculated total energy: -3755.11522 a.u.
highest occupied orbital energy: -9.6 eV

Positions of all 32 atoms, in Å:
Mg  -0.29905  0.09279  0.61085
O  0.32178  4.85965  -3.04558
C  0.13878  3.77930  -2.25666
C  -1.11873  3.44327  -1.74551
C  -1.19738  2.32167  -0.94703
N  -0.11813  1.59803  -0.70891
C  1.09038  1.91544  -1.14842
C  1.27319  3.01863  -1.95166
C  2.16160  0.95694  -0.60489
O  3.30331  1.04455  -1.00199
O  1.68993  0.12248  0.27595
C  -2.42886  1.78570  -0.19454
O  -3.51903  2.26313  -0.43139
O  -2.13550  0.84421  0.64792
H  -0.51747  5.31230  -3.18470
H  -2.00308  4.03502  -1.94576
H  2.25004  3.29596  -2.31996
O  0.17216  0.51426  4.11816
C  0.00377  0.26253  3.04199
Se  1.30338  -2.68154  -0.11056
N  -0.30677  -1.92097  0.13231
C  -1.21095  -2.88170  0.23344
C  -2.60915  -2.66910  0.43823
C  -3.40865  -3.75966  0.51032
C  -2.89429  -5.09572  0.38127
C  -1.57909  -5.33473  0.17589
C  -0.68774  -4.21774  0.09311
N  0.61277  -4.30216  -0.11498
H  -2.98984  -1.65776  0.52176
H  -4.47200  -3.62990  0.66331
H  -3.58866  -5.92280  0.44543
H  -1.17944  -6.33330  0.06893

Atom charges from the natural (NBO) analysis, given in e for atoms 1 to 4:
1 Mg 1.745
2 O -0.644
3 C 0.359
4 C -0.304

=====

Q: Which of these has the highest calculated total energy?
A: C14H6F11N3O8S3Zr

=====

Repeat the second record exactly.
Here is a molecular structure, C14H6F11N3O8S3Zr in a non-equilibrium geometry from the OMol25 dataset. Energies are from wB97M-V/def2-TZVPD.

Values from the calculation:
orbital gap: 8.653 eV
calculated total energy: -3643.52630 a.u.
highest occupied orbital energy: -9.3 eV

Positions of all 46 atoms, in Å:
Zr  0.22558  0.44015  0.22213
O  -3.97389  4.66458  -0.97368
C  -4.30086  4.03766  0.15396
O  -5.26597  4.34126  0.80241
C  -3.45479  2.88532  0.57311
C  -3.77742  2.07103  1.63922
N  -2.81748  1.13724  1.73622
N  -1.88547  1.29729  0.79819
C  -2.25179  2.35089  0.09183
C  -1.30058  2.76091  -0.96852
O  -1.61242  3.50985  -1.86555
O  -0.12638  2.19540  -0.80581
H  -3.18554  4.26098  -1.40292
H  -4.62033  2.11118  2.30845
H  -2.73561  0.36403  2.38133
F  3.57432  -0.79069  -2.53793
C  3.55458  0.50576  -2.79046
F  4.59968  1.08636  -2.21460
F  3.56925  0.70773  -4.09681
S  2.05287  1.31430  -2.10974
O  2.07310  0.82681  -0.66845
O  2.20675  2.69986  -2.33567
N  0.96790  0.55370  -2.95097
S  -0.32645  -0.29379  -2.77402
O  -1.06759  -0.10326  -1.49900
O  -1.10500  -0.39435  -3.95132
C  0.36071  -1.92485  -2.34380
F  1.07182  -1.68117  -1.18572
F  -0.58140  -2.79389  -2.07094
F  1.19434  -2.39075  -3.24618
F  3.46696  -5.27683  2.28314
C  2.45092  -4.44006  2.09676
C  2.69450  -3.11047  1.80558
F  3.94010  -2.65526  1.70959
C  1.61089  -2.28430  1.61689
F  1.86000  -0.96611  1.32744
C  0.29592  -2.68151  1.68427
S  -1.01799  -1.54528  1.38729
C  0.08903  -4.01882  1.98406
F  -1.14828  -4.50368  2.07733
C  1.14649  -4.89029  2.18744
F  0.91423  -6.16959  2.46593
C  0.58460  1.55136  2.11748
H  1.65987  1.48543  2.32996
H  0.05311  1.14453  2.97872
H  0.33777  2.61134  2.03339

Atom charges from the natural (NBO) analysis, given in e for atoms 1 to 4:
1 Zr 2.085
2 O -0.662
3 C 0.781
4 O -0.568

=====

What did the third record say?
Here is a molecular structure, C14H7MgN3O6Se from the OMol25 dataset. Energies are from wB97M-V/def2-TZVPD.

Values from the calculation:
orbital gap: 8.023 eV
calculated total energy: -3755.11522 a.u.
highest occupied orbital energy: -9.6 eV

Positions of all 32 atoms, in Å:
Mg  -0.29905  0.09279  0.61085
O  0.32178  4.85965  -3.04558
C  0.13878  3.77930  -2.25666
C  -1.11873  3.44327  -1.74551
C  -1.19738  2.32167  -0.94703
N  -0.11813  1.59803  -0.70891
C  1.09038  1.91544  -1.14842
C  1.27319  3.01863  -1.95166
C  2.16160  0.95694  -0.60489
O  3.30331  1.04455  -1.00199
O  1.68993  0.12248  0.27595
C  -2.42886  1.78570  -0.19454
O  -3.51903  2.26313  -0.43139
O  -2.13550  0.84421  0.64792
H  -0.51747  5.31230  -3.18470
H  -2.00308  4.03502  -1.94576
H  2.25004  3.29596  -2.31996
O  0.17216  0.51426  4.11816
C  0.00377  0.26253  3.04199
Se  1.30338  -2.68154  -0.11056
N  -0.30677  -1.92097  0.13231
C  -1.21095  -2.88170  0.23344
C  -2.60915  -2.66910  0.43823
C  -3.40865  -3.75966  0.51032
C  -2.89429  -5.09572  0.38127
C  -1.57909  -5.33473  0.17589
C  -0.68774  -4.21774  0.09311
N  0.61277  -4.30216  -0.11498
H  -2.98984  -1.65776  0.52176
H  -4.47200  -3.62990  0.66331
H  -3.58866  -5.92280  0.44543
H  -1.17944  -6.33330  0.06893

Atom charges from the natural (NBO) analysis, given in e for atoms 1 to 4:
1 Mg 1.745
2 O -0.644
3 C 0.359
4 C -0.304

=====

Q: What is the formula in the third record?
A: C14H7MgN3O6Se